--- P ---
Below is C2H4N4 in the gas phase, with properties calculated with ωB97M-V with the def2-TZVPD basis set.

Values from the calculation:
Spin multiplicity ... 1
Net charge ... 0
Kohn-Sham gap ... 11.690 eV
HOMO energy ... -10.716 eV
SMILES ... Cn1ncnn1

Last column: Löwdin charge in e.
Cartesian coordinates (Å):
C -1.571 0.040 -0.051  -0.014
N -0.153 -0.132 0.113  -0.275
N 0.660 0.868 0.390  0.102
C 1.833 0.315 0.154  -0.222
N 1.731 -0.970 -0.259  0.012
N 0.456 -1.226 -0.291  0.037
H -2.057 -0.833 0.373  0.086
H -1.766 0.117 -1.121  0.090
H -1.884 0.953 0.450  0.089
H 2.752 0.868 0.242  0.095

=====

--- Q ---
Below is C2H4N4 in the gas phase, with properties calculated with ωB97M-V with the def2-TZVPD basis set.

Values from the calculation:
Spin multiplicity ... 1
Net charge ... 0
Kohn-Sham gap ... 10.671 eV
HOMO energy ... -9.681 eV
SMILES ... Nn1ccnn1

Last column: Löwdin charge in e.
Cartesian coordinates (Å):
N 0.367 0.644 -1.769  0.071
N 0.069 0.159 -0.496  -0.245
C 0.633 -0.723 0.412  -0.041
C -0.277 -0.690 1.479  -0.197
N -1.336 0.060 1.195  -0.015
N -1.087 0.682 0.061  0.012
H -0.545 0.657 -2.322  0.121
H 0.657 1.574 -1.467  0.089
H 1.647 -1.134 0.488  0.111
H -0.129 -1.228 2.420  0.095

=====

--- R ---
Below is C2H4N4 in the gas phase, with properties calculated with ωB97M-V with the def2-TZVPD basis set.

Values from the calculation:
Spin multiplicity ... 1
Net charge ... 0
Kohn-Sham gap ... 9.633 eV
HOMO energy ... -8.917 eV
SMILES ... Nc1cnn[nH]1

Last column: Löwdin charge in e.
Cartesian coordinates (Å):
N -1.629 0.160 -0.251  0.103
C -0.250 0.058 -0.256  -0.382
C 0.724 0.984 -0.039  -0.110
N 1.867 0.306 0.334  -0.018
N 1.694 -0.944 0.225  -0.046
N 0.386 -1.182 -0.206  0.018
H -2.063 -0.709 0.037  0.094
H -1.915 0.900 0.381  0.098
H 0.721 2.055 -0.178  0.096
H 0.493 -1.640 -1.112  0.147

=====

--- S ---
Below is C2H4N4 in the gas phase, with properties calculated with ωB97M-V with the def2-TZVPD basis set.

Values from the calculation:
Spin multiplicity ... 1
Net charge ... 0
Kohn-Sham gap ... 7.983 eV
HOMO energy ... -8.237 eV

Last column: Löwdin charge in e.
Cartesian coordinates (Å):
C -1.389 0.071 -0.002  -0.153
N -0.451 1.205 -0.021  -0.054
N 0.722 1.153 0.383  -0.029
C 1.585 0.075 0.426  -0.204
N 1.324 -0.872 -0.460  -0.076
N 0.741 -1.220 -1.383  0.217
H -1.051 -0.795 0.576  0.061
H -1.713 -0.245 -1.000  0.066
H -2.271 0.501 0.493  0.076
H 2.504 0.127 0.988  0.096

=====

On energetic grounds, P is preferred over the next structure by 52.0 kJ/mol.

=====

--- P ---
Below is C2H4N4 as an isolated structure, with properties calculated with ωB97M-V with the def2-TZVPD basis set.

Values from the calculation:
Spin multiplicity ... 1
Net charge ... 0
Kohn-Sham gap ... 8.976 eV
HOMO energy ... -8.327 eV

Last column: Löwdin charge in e.
Cartesian coordinates (Å):
N -1.642 0.279 -0.108  0.108
C -0.355 0.358 0.234  -0.175
C 0.720 1.107 0.330  -0.150
N 1.718 0.422 -0.434  -0.037
N 1.634 -0.830 -0.493  -0.172
N 0.479 -1.357 -0.232  0.023
H -1.967 -0.656 -0.274  0.092
H -2.315 1.006 0.090  0.113
H 1.054 2.021 0.829  0.102
H 0.674 -2.348 0.059  0.096

=====

--- Q ---
Below is C2H4N4 in the gas phase, with properties calculated with ωB97M-V with the def2-TZVPD basis set.

Values from the calculation:
Spin multiplicity ... 1
Net charge ... 0
Kohn-Sham gap ... 9.546 eV
HOMO energy ... -8.870 eV
SMILES ... Nc1cnn[nH]1

Last column: Löwdin charge in e.
Cartesian coordinates (Å):
N 0.797 0.477 1.304  0.113
C 0.060 0.021 0.229  -0.387
C -1.153 -0.588 0.067  -0.107
N -1.404 -0.682 -1.283  -0.021
N -0.419 -0.221 -1.951  -0.041
N 0.512 0.234 -1.047  0.021
H 1.620 1.008 1.056  0.090
H 0.937 -0.157 2.076  0.094
H -1.824 -1.013 0.796  0.093
H 1.441 -0.114 -1.230  0.144

=====

On energetic grounds, Q is preferred over the next structure by 323.3 kJ/mol.

=====

--- P ---
Below is a 2-piece molecular cluster, C2HN2PS overall, with properties calculated with ωB97M-V with the def2-TZVPD basis set.

Values from the calculation:
Spin multiplicity ... 1
Net charge ... 0
Kohn-Sham gap (spin up / spin down) ... 7.315 / 7.084 eV
HOMO energy (spin up / spin down) ... -10.483 / -9.888 eV

Last column: Löwdin charge in e.
Cartesian coordinates (Å):
C 1.491 -0.215 -0.140  -0.603
C 0.618 0.031 2.206  -0.538
N 2.219 0.317 -0.893  0.121
N 0.688 0.614 3.185  0.098
P 0.366 -1.054 0.804  0.919
S -2.321 0.500 -2.059  0.225
H -3.060 -0.192 -3.104  -0.222

=====

--- Q ---
Below is a 2-piece molecular cluster, C2HN2PS overall, with properties calculated with ωB97M-V with the def2-TZVPD basis set.

Values from the calculation:
Spin multiplicity ... 1
Net charge ... 0
Kohn-Sham gap ... 7.712 eV
HOMO energy ... -9.256 eV
SMILES ... N#CP=S.C#N

Last column: Löwdin charge in e.
Cartesian coordinates (Å):
N -1.617 -0.461 2.092  0.071
C -0.558 -0.692 1.716  -0.594
P 1.020 -0.876 0.826  0.359
S 2.122 0.554 1.587  0.090
C -0.464 0.554 -2.052  -0.009
N -0.278 -0.210 -1.266  0.012
H -0.226 1.131 -2.904  0.071

=====

On energetic grounds, Q is preferred over the next structure by 179.3 kJ/mol.